# 1
Density functional theory data (ωB97M-V/def2-TZVPD) for 10 unconnected molecules or ions with the total composition C34H96N12O10.

Cartesian coordinates (Å):
C1 10.585 3.582 -22.431
O1 11.429 2.858 -21.919
N1 10.679 4.151 -23.673
N2 9.412 3.875 -21.774
H1 11.539 4.043 -24.177
H2 10.001 4.855 -23.889
H3 9.364 3.403 -20.873
H4 8.993 4.784 -21.848
C2 1.498 6.111 -15.697
O2 0.613 5.394 -15.214
N3 1.328 6.861 -16.811
N4 2.727 6.200 -15.171
H5 0.426 6.785 -17.248
H6 2.106 7.305 -17.258
H7 3.368 6.941 -15.381
H8 2.842 5.674 -14.321
C3 1.567 7.564 -20.493
C4 2.812 6.810 -21.042
C5 3.266 5.611 -20.213
O3 4.452 5.016 -20.715
C6 5.620 5.730 -20.460
N5 2.521 6.474 -22.426
H9 1.595 7.612 -19.404
H10 0.777 6.920 -20.875
H11 1.585 8.575 -20.888
H12 3.688 7.466 -21.045
H13 2.507 4.824 -20.185
H14 3.488 5.825 -19.157
H15 5.773 6.714 -20.915
H16 6.482 5.152 -20.801
H17 5.777 5.822 -19.376
H18 1.774 5.783 -22.446
H19 3.279 6.006 -22.910
C7 -0.856 13.939 -25.396
C8 0.298 13.603 -24.466
C9 0.577 12.104 -24.558
O4 1.678 11.739 -23.721
C10 1.786 10.350 -23.478
N6 1.491 14.354 -24.898
H20 -0.581 13.735 -26.436
H21 -1.111 14.992 -25.321
H22 -1.624 13.193 -25.190
H23 0.098 13.827 -23.417
H24 0.848 11.700 -25.545
H25 -0.264 11.455 -24.276
H26 2.580 10.270 -22.735
H27 2.040 9.813 -24.397
H28 0.876 9.939 -23.034
H29 1.514 14.264 -25.909
H30 2.307 13.889 -24.515
C11 -1.772 5.438 -26.044
C12 -0.999 5.812 -24.792
C13 -0.624 4.584 -23.946
O5 -0.205 5.144 -22.725
C14 -0.108 4.151 -21.666
N7 0.213 6.566 -25.226
H31 -2.053 6.174 -26.794
H32 -2.785 5.149 -25.719
H33 -1.377 4.530 -26.509
H34 -1.663 6.457 -24.215
H35 0.191 4.031 -24.433
H36 -1.457 3.869 -23.966
H37 0.741 3.512 -21.927
H38 -1.067 3.637 -21.716
H39 0.113 4.617 -20.710
H40 0.828 5.929 -25.728
H41 0.705 6.744 -24.348
C15 3.771 0.875 -23.806
C16 4.638 1.814 -23.007
C17 6.065 1.987 -23.503
O6 6.665 0.712 -23.597
C18 8.069 0.753 -23.769
N8 3.931 3.105 -22.853
H42 3.349 1.371 -24.686
H43 2.880 0.686 -23.206
H44 4.307 -0.017 -24.124
H45 4.783 1.385 -22.008
H46 6.662 2.721 -22.951
H47 6.001 2.366 -24.537
H48 8.428 -0.170 -24.214
H49 8.596 0.998 -22.844
H50 8.324 1.558 -24.470
H51 4.321 3.556 -22.020
H52 4.211 3.760 -23.586
C19 4.953 2.995 -27.094
C20 3.818 3.823 -26.516
C21 4.294 5.205 -26.065
O7 5.099 5.030 -24.903
C22 5.580 6.251 -24.392
N9 2.775 4.011 -27.542
H53 5.307 3.190 -28.110
H54 4.697 1.937 -27.034
H55 5.866 3.213 -26.525
H56 3.366 3.233 -25.717
H57 3.533 5.987 -25.975
H58 4.915 5.608 -26.882
H59 6.350 6.746 -24.998
H60 6.096 5.929 -23.483
H61 4.809 6.996 -24.172
H62 2.274 3.159 -27.742
H63 3.216 4.392 -28.368
C23 -2.638 13.169 -20.085
C24 -1.912 12.497 -21.244
C25 -1.933 10.979 -21.072
O8 -1.317 10.360 -22.194
C26 -1.483 8.954 -22.251
N10 -2.511 12.880 -22.512
H64 -2.098 12.972 -19.159
H65 -3.680 12.846 -19.977
H66 -2.777 14.242 -20.229
H67 -0.906 12.919 -21.188
H68 -2.996 10.708 -21.066
H69 -1.532 10.694 -20.094
H70 -1.400 8.608 -23.282
H71 -2.404 8.683 -21.733
H72 -0.628 8.472 -21.767
H73 -3.485 12.613 -22.610
H74 -2.023 12.311 -23.200
C27 3.857 3.776 -17.460
C28 4.224 2.548 -16.662
C29 3.353 2.153 -15.464
O9 3.894 0.917 -14.976
C30 3.475 0.727 -13.632
N11 4.424 1.401 -17.591
H75 3.675 4.682 -16.868
H76 2.887 3.686 -17.955
H77 4.649 4.082 -18.142
H78 5.257 2.617 -16.286
H79 2.365 1.910 -15.884
H80 3.133 2.884 -14.687
H81 3.991 1.441 -12.986
H82 3.780 -0.271 -13.314
H83 2.396 0.759 -13.466
H84 4.212 0.622 -16.963
H85 5.392 1.182 -17.788
C31 9.052 5.165 -17.611
C32 8.473 3.778 -17.285
C33 8.947 2.562 -18.076
O10 8.466 2.495 -19.407
C34 7.102 2.557 -19.626
N12 8.600 3.574 -15.838
H86 10.137 5.195 -17.696
H87 8.625 5.906 -16.936
H88 8.657 5.568 -18.553
H89 7.397 3.904 -17.435
H90 8.610 1.648 -17.576
H91 10.038 2.564 -18.037
H92 6.693 2.574 -20.644
H93 6.674 3.495 -19.259
H94 6.435 1.757 -19.287
H95 9.511 3.176 -15.585
H96 8.086 2.735 -15.556

Atomic forces in eV per Å
C 0.433 -0.028 0.565
O -0.321 0.133 -0.758
N 0.005 -0.302 0.430
N -0.058 -0.441 0.315
H -0.013 0.223 -0.044
H 0.150 0.076 -0.507
H -0.231 0.342 -0.065
H -0.009 0.022 -0.061
C -1.582 -0.809 0.303
O 0.894 0.692 -0.581
N -0.607 0.112 -0.251
N 1.026 -0.413 1.042
H 0.168 0.155 -0.213
H -0.108 0.061 -0.210
H 0.009 0.052 0.042
H 0.207 0.214 0.014
C 1.574 -1.159 -0.189
C 0.684 0.489 0.163
C -0.140 -0.249 0.664
O -0.080 0.107 -0.755
C 1.210 -0.117 0.691
N -0.194 -0.337 -0.358
H -0.240 -0.070 -0.016
H -0.696 0.617 0.333
H -0.433 -0.068 -0.196
H -0.163 0.302 -0.068
H 0.041 -0.053 -0.265
H -0.323 0.551 -0.025
H -0.710 0.105 -0.119
H -0.252 -0.288 -0.186
H -0.115 0.263 0.069
H -0.223 0.201 -0.093
H 0.332 0.111 0.302
C 0.417 -0.639 0.112
C 0.990 -0.666 -0.939
C 0.325 -1.624 0.333
O -0.287 0.618 0.348
C 0.150 0.454 0.129
N -0.391 0.030 0.273
H 0.284 0.109 0.023
H -0.524 -0.164 0.165
H -0.645 0.712 0.078
H -0.222 0.146 -0.060
H -0.163 0.786 -0.471
H -0.324 0.435 0.270
H 0.127 -0.288 -0.176
H 0.022 -0.150 0.066
H -0.062 0.058 -0.175
H 0.352 0.055 0.004
H 0.085 0.113 -0.099
C -1.675 -1.370 0.389
C 0.729 0.230 -1.828
C -0.073 0.871 -1.171
O -0.227 -0.659 1.319
C 0.206 0.346 -1.659
N -0.388 -0.049 1.376
H 0.996 0.467 0.112
H 0.124 -0.333 0.123
H 0.214 0.250 -0.259
H 0.376 0.132 0.294
H 0.220 0.121 0.007
H -0.233 0.164 0.977
H -0.182 -0.413 0.200
H 0.154 -0.414 0.696
H -0.347 0.249 -0.041
H -0.142 -0.062 -0.198
H 0.272 0.342 -0.263
C -0.317 0.202 -0.368
C 0.278 0.611 0.831
C -0.376 -0.216 -1.827
O 0.355 -0.431 0.562
C -0.080 0.900 -0.398
N 0.735 0.177 0.552
H 0.381 0.065 -0.143
H 0.158 -0.499 0.060
H -0.203 -0.161 0.188
H -0.400 -0.016 0.091
H -0.074 -0.193 0.436
H 0.115 0.299 0.090
H -0.161 -0.217 0.261
H -0.023 -0.250 0.167
H 0.049 -0.001 -0.119
H -0.471 -0.130 -0.160
H -0.102 -0.442 -0.125
C 1.292 -0.108 0.699
C -0.644 0.102 -1.413
C 0.685 -0.332 -0.578
O -0.611 0.774 -0.633
C 0.861 -0.303 0.710
N -0.205 0.719 0.762
H -0.786 0.403 -0.212
H 0.236 -0.045 0.040
H -0.113 -0.540 0.283
H 0.059 0.454 0.298
H -0.450 -0.453 0.617
H 0.247 -0.096 -0.012
H -0.179 -0.228 -0.440
H -0.158 0.437 0.224
H -0.203 -0.199 0.014
H 0.180 -0.049 -0.219
H -0.250 -0.246 -0.283
C -0.612 -0.062 0.113
C -0.721 0.344 0.457
C -0.325 0.288 -0.227
O -0.012 0.381 0.269
C 0.760 0.094 0.447
N 0.632 0.004 -0.608
H -0.164 0.142 0.114
H 0.138 -0.508 0.028
H 0.622 0.060 -0.124
H 0.222 -0.376 -0.433
H -0.101 -0.180 0.070
H 0.424 -0.260 -0.135
H -0.546 0.242 -0.114
H -0.108 -0.338 -0.352
H -0.196 -0.076 0.344
H -0.051 -0.035 0.447
H -0.133 0.228 -0.243
C -0.768 1.082 0.664
C 2.408 0.050 0.003
C -0.757 -1.141 -1.939
O -0.561 0.789 0.947
C 0.583 -0.712 0.246
N -1.536 -1.196 0.708
H 0.323 -0.304 0.516
H 0.264 -0.516 -0.445
H -0.102 -0.494 -0.346
H -0.246 1.044 0.606
H -0.158 0.064 0.088
H 0.759 0.274 0.014
H -0.203 0.139 0.102
H 0.157 0.013 -0.175
H -0.091 0.336 -0.343
H -0.294 -0.357 -0.610
H 0.205 0.736 0.042
C -0.572 -0.045 -1.021
C -0.720 0.765 0.563
C -0.718 0.173 0.375
O 1.169 -0.149 -1.085
C -2.498 0.826 0.159
N 0.491 -1.439 0.809
H 0.045 0.076 0.372
H 0.526 -0.250 0.600
H 0.196 -0.556 -0.357
H -0.023 -0.221 -0.013
H -0.044 0.042 0.287
H 0.042 -0.166 -0.692
H 1.590 0.018 -0.648
H 0.017 -0.112 0.404
H 0.784 -0.362 0.877
H 0.429 0.864 -0.375
H -0.743 0.440 -0.266

Output
- Highest occupied orbital energy: -8.97 eV
- ΔE to the lowest compared entry with this formula, charge and spin: 59.00 kcal/mol
- Molar mass: 833.22 g/mol
- Frontier orbital gap: 9.028 eV
- Calculated total energy: -75166.9121 eV
- Structure (SMILES): COC[C@H](C)N.COC[C@H](C)N.COC[C@H](C)N.COC[C@H](C)N.COC[C@H](C)N.COC[C@H](C)N.COC[C@H](C)N.COC[C@H](C)N.NC(N)=O.NC(N)=O

***

# 2
Density functional theory data (ωB97M-V/def2-TZVPD) for 15 unconnected molecules or ions with the total composition C35H100O15.

Cartesian coordinates (Å):
C1 -4.261 2.342 -2.442
O1 -3.615 1.110 -2.324
H1 -3.462 3.032 -2.708
H2 -4.982 2.320 -3.302
H3 -4.804 2.662 -1.555
H4 -3.858 0.604 -1.536
C2 1.347 -3.837 -5.226
O2 2.316 -3.114 -4.509
H5 0.529 -4.225 -4.575
H6 0.948 -3.335 -6.062
H7 1.872 -4.716 -5.474
H8 1.855 -2.285 -4.286
C3 -3.543 5.445 0.289
O3 -2.584 4.347 -0.011
H9 -4.038 5.670 -0.674
H10 -4.219 5.160 1.129
H11 -2.966 6.269 0.613
H12 -2.341 4.475 -0.941
C4 1.373 0.958 -3.961
O4 0.899 -0.404 -4.004
H13 2.306 0.921 -3.453
H14 1.452 1.195 -5.064
H15 0.662 1.619 -3.488
H16 0.377 -0.463 -3.173
C5 -0.611 0.664 -0.614
O5 -0.924 -0.090 -1.782
H17 -0.683 1.698 -0.773
H18 -1.173 0.434 0.287
H19 0.413 0.404 -0.404
H20 -1.629 0.349 -2.299
C6 -2.279 -2.440 -6.006
C7 -2.712 -1.575 -4.823
C8 -2.683 -2.352 -3.556
O6 -1.983 -0.354 -4.788
H21 -1.227 -2.509 -5.983
H22 -2.431 -1.893 -6.920
H23 -2.757 -3.387 -6.114
H24 -3.752 -1.230 -4.954
H25 -1.765 -2.976 -3.434
H26 -3.513 -3.036 -3.612
H27 -2.777 -1.754 -2.673
H28 -1.060 -0.449 -4.955
C9 -0.777 3.653 3.287
C10 0.393 3.413 2.267
C11 1.024 2.060 2.255
O7 -0.046 3.716 0.924
H29 -0.789 4.669 3.610
H30 -0.573 3.034 4.159
H31 -1.740 3.349 2.832
H32 1.163 4.134 2.553
H33 0.254 1.296 2.221
H34 1.694 1.836 3.088
H35 1.605 1.892 1.351
H36 -1.005 3.782 0.908
C12 4.316 -3.233 -1.591
C13 4.493 -1.934 -0.751
C14 3.258 -1.106 -0.537
O8 5.092 -2.268 0.496
H37 5.227 -3.751 -1.668
H38 3.952 -2.976 -2.605
H39 3.524 -3.868 -1.017
H40 5.101 -1.281 -1.408
H41 3.333 -0.261 0.100
H42 2.580 -1.796 0.065
H43 2.717 -0.743 -1.402
H44 5.521 -1.539 0.969
C15 -1.106 5.583 -4.754
C16 -1.892 4.534 -4.045
C17 -1.430 3.185 -4.534
O9 -1.724 4.717 -2.619
H45 0.013 5.503 -4.705
H46 -1.361 6.566 -4.345
H47 -1.299 5.686 -5.821
H48 -2.964 4.600 -4.262
H49 -0.441 2.842 -4.130
H50 -1.232 3.174 -5.641
H51 -2.137 2.453 -4.306
H52 -0.758 4.609 -2.478
C18 5.330 -0.110 5.365
C19 5.607 0.282 3.931
C20 6.750 1.243 3.786
O10 6.053 -0.784 3.082
H53 4.540 -0.888 5.516
H54 5.179 0.734 5.922
H55 6.213 -0.419 5.944
H56 4.677 0.790 3.616
H57 7.631 0.722 4.122
H58 6.601 2.142 4.372
H59 6.802 1.496 2.697
H60 5.380 -1.481 3.172
C21 -4.855 -0.363 1.473
C22 -4.173 -1.430 0.625
C23 -4.774 -2.859 0.906
O11 -4.448 -1.051 -0.759
H61 -5.801 -0.697 1.821
H62 -4.998 0.457 0.731
H63 -4.255 -0.060 2.287
H64 -3.049 -1.439 0.779
H65 -5.907 -2.937 1.048
H66 -4.395 -3.236 1.829
H67 -4.563 -3.550 0.087
H68 -4.176 -1.783 -1.333
C24 2.482 -3.489 4.601
C25 2.416 -2.524 3.411
C26 1.823 -1.170 3.643
O12 3.770 -2.513 2.913
H69 2.974 -3.002 5.387
H70 2.900 -4.449 4.260
H71 1.482 -3.597 4.939
H72 1.778 -3.026 2.683
H73 1.488 -0.717 2.664
H74 2.543 -0.470 3.991
H75 0.965 -1.381 4.281
H76 3.851 -2.699 1.993
C27 -4.001 -2.061 6.268
C28 -2.714 -2.771 6.056
C29 -1.716 -2.601 7.228
O13 -3.002 -4.168 5.920
H77 -4.476 -1.885 5.304
H78 -3.922 -1.068 6.700
H79 -4.620 -2.739 6.873
H80 -2.070 -2.424 5.194
H81 -2.184 -2.929 8.195
H82 -1.458 -1.502 7.338
H83 -0.771 -3.163 7.085
H84 -2.267 -4.751 6.015
C30 2.940 4.292 -2.791
C31 2.206 4.471 -1.461
C32 1.976 5.886 -1.045
O14 0.919 3.775 -1.589
H85 3.942 4.788 -2.855
H86 2.328 4.562 -3.653
H87 3.084 3.218 -2.915
H88 2.772 4.024 -0.619
H89 1.408 6.342 -1.855
H90 2.904 6.439 -0.900
H91 1.295 5.821 -0.185
H92 0.569 3.660 -0.681
C33 -0.933 -4.140 1.081
C34 -1.089 -4.078 -0.415
C35 0.304 -4.415 -1.140
O15 -1.937 -5.126 -0.811
H93 -1.904 -4.078 1.599
H94 -0.266 -3.380 1.445
H95 -0.560 -5.090 1.451
H96 -1.449 -3.085 -0.667
H97 1.106 -4.146 -0.473
H98 0.487 -3.772 -1.989
H99 0.320 -5.424 -1.471
H100 -2.763 -5.006 -0.345

Atomic forces in eV per Å
C -0.363 0.354 -1.227
O 0.572 -0.976 0.309
H -0.428 0.479 0.306
H 0.410 -0.029 0.658
H 0.157 0.030 0.169
H -0.364 0.007 -0.167
C -0.034 -1.310 1.984
O -0.749 1.312 0.295
H 0.145 0.602 -0.237
H -0.387 0.661 -1.129
H 0.382 -1.162 -1.062
H 0.628 0.090 0.179
C 0.558 -1.969 -0.696
O -1.249 0.790 0.880
H -0.242 0.062 0.815
H 0.354 -0.079 -0.969
H 0.476 1.148 0.273
H 0.068 -0.135 -0.225
C -0.526 -1.083 -2.452
O -0.789 0.113 1.065
H 1.007 0.603 0.302
H 0.373 0.378 1.362
H 0.054 0.012 0.282
H -0.006 -0.418 -0.353
C 0.480 -1.256 -0.259
O -0.472 0.095 -0.126
H -0.071 1.528 -0.359
H -0.570 -0.416 -0.052
H 0.524 0.125 0.268
H 0.021 -0.114 0.310
C -0.528 1.579 -0.187
C -0.488 0.535 -0.836
C 1.051 -1.250 0.416
O -1.300 0.418 0.287
H 1.399 -0.691 0.360
H -0.463 0.320 -0.488
H -0.279 -0.744 0.286
H 0.294 -0.139 -0.129
H -0.473 0.471 -0.139
H -0.384 -0.504 0.186
H -0.015 0.602 0.381
H 1.329 -0.566 -0.086
C 0.800 -1.542 -1.080
C -0.586 1.128 0.229
C -0.052 -1.078 -0.003
O 0.562 -0.059 0.859
H -0.232 0.786 0.028
H -0.202 -0.077 0.141
H 0.386 0.165 0.344
H 0.108 0.203 -0.334
H -0.225 -0.268 0.160
H -0.218 0.257 0.186
H 0.142 0.333 -0.177
H -0.598 0.310 -0.284
C -3.009 0.928 1.678
C 0.986 0.775 -1.684
C -2.186 -2.139 1.203
O 0.029 -0.487 -0.205
H 1.185 -0.706 0.050
H -0.016 -0.265 0.616
H 1.337 0.743 -1.258
H 0.720 -0.288 0.640
H 0.886 0.873 0.669
H 0.118 0.756 -0.787
H 0.065 -0.385 -0.559
H -0.162 0.240 -0.359
C 0.885 2.007 -0.443
C 0.563 -0.322 -0.147
C 2.110 -0.130 -0.870
O 0.504 -0.304 -0.608
H -0.915 -0.375 0.396
H 0.116 -0.011 0.077
H -0.332 -0.415 -0.120
H 0.143 0.367 0.189
H -0.995 0.790 0.016
H -0.583 0.190 0.865
H -1.058 -1.524 0.268
H -0.310 -0.086 0.337
C 1.000 -2.683 -0.131
C 0.294 0.050 -0.032
C -0.430 0.642 -0.689
O -1.249 -0.243 0.352
H 0.521 0.821 -0.242
H -1.521 2.504 1.189
H 0.246 -0.761 -0.746
H 0.121 -0.438 -0.639
H 0.538 0.037 -0.073
H 0.048 0.264 0.050
H 0.327 -0.062 0.965
H -0.008 -0.191 -0.118
C 0.426 0.330 -2.164
C -0.405 -1.210 -0.356
C -1.111 0.738 -0.459
O 0.280 -0.514 0.724
H -0.863 -0.206 0.267
H -0.032 -0.103 1.025
H 0.644 0.497 0.915
H -1.172 -0.090 -0.143
H 1.394 0.791 -0.434
H 0.606 -0.415 0.621
H 0.317 -0.049 0.068
H -0.060 0.255 0.100
C -0.765 0.490 -1.609
C 1.121 -1.835 -0.717
C -0.685 -0.195 -1.622
O -0.308 0.794 1.422
H 1.330 0.271 1.243
H -0.014 0.492 0.467
H -1.130 -0.600 0.442
H 0.018 -0.077 -0.341
H 0.078 -0.635 0.945
H 0.489 0.522 1.054
H -0.092 0.821 0.195
H 0.033 -0.101 -1.403
C -0.751 -0.020 -0.557
C 3.396 -0.764 0.512
C -0.390 0.935 0.929
O -1.705 0.687 -0.523
H -0.342 -0.274 -0.063
H 0.298 -0.106 0.371
H -0.012 0.519 -0.089
H -1.224 -0.157 0.202
H 0.399 0.223 -0.780
H -0.177 -1.188 -0.097
H -0.548 0.247 -0.075
H 1.077 -0.094 0.122
C 0.436 -0.539 0.236
C -0.054 -0.856 0.005
C -1.062 0.148 -0.464
O 0.961 0.496 -0.146
H -0.930 -0.257 0.217
H -0.092 0.459 0.183
H 0.287 -0.052 -0.027
H -0.075 -0.362 -0.568
H -0.037 0.438 -0.031
H -0.143 -0.029 0.322
H 0.524 0.558 0.100
H 0.121 0.081 -0.111
C -0.526 -0.361 0.798
C 2.394 -1.231 -0.210
C -1.514 2.041 0.798
O -0.661 -0.036 -0.642
H 0.094 0.487 -0.209
H 0.205 0.591 0.254
H 0.389 -0.336 -0.394
H -0.200 0.217 -0.509
H 0.436 -0.386 0.419
H -0.259 0.167 -0.502
H 0.061 -0.885 0.067
H -0.431 -0.136 0.108

Output
- Highest occupied orbital energy: -9.90 eV
- ΔE to the lowest compared entry with this formula, charge and spin: 61.59 kcal/mol
- Molar mass: 761.17 g/mol
- Frontier orbital gap: 10.149 eV
- Calculated total energy: -68625.3968 eV

***

Q: Among the records above, which one has the lowest frontier orbital gap?
A: C34H96N12O10